Record 1
DFT (wB97M-V/def2-TZVPD) results for a molecular structure, C13H24BCrF4N2O9.

Energy in a.u.: -2765.17134
Total charge: +1
2S+1: 5
Frontier orbital gap (alpha / beta) in eV: 6.92 / 7.56
Energy relative to the best compared isomer or geometry (same formula, charge and spin) in kcal per mole: 4.2

Geometry as XYZ:
```
54
Properties=species:S:1:pos:R:3:forces:R:3
Cr 1.621352 -1.660378 1.070229 -1.434 0.400 0.084
B -0.774709 -0.576776 0.704701 -2.367 1.936 0.385
F -1.884323 -1.117814 0.097735 0.882 -0.497 0.341
F -1.003387 0.734614 1.083969 0.057 -0.222 0.052
F -0.318962 -1.284371 1.881476 0.268 -0.762 -0.516
F 0.324446 -0.529436 -0.189734 1.416 -0.419 -0.129
C 2.121367 -0.120727 5.215258 0.041 -0.490 0.657
O 2.503196 0.964028 4.373765 -0.412 0.053 -0.257
C 2.319793 0.905265 3.084100 1.991 0.876 0.196
O 1.945036 -0.072005 2.445364 -0.460 -1.731 -1.006
O 2.813250 1.990401 2.559252 -0.846 0.713 0.485
C 2.620599 2.347664 1.191736 0.445 -1.335 -1.278
H 1.933724 -1.022630 4.635277 -0.235 0.121 0.094
H 1.275598 0.196880 5.824099 -0.181 -0.133 -0.336
H 2.935009 -0.312542 5.914558 0.144 0.132 -0.253
H 1.867052 1.726204 0.699435 -0.219 0.136 0.352
H 3.564965 2.087849 0.704241 -0.056 0.480 -0.103
H 2.368004 3.391393 1.053250 0.093 0.091 0.534
C -0.094129 -2.049024 -2.602624 -0.287 0.908 -0.711
O 0.100508 -3.428280 -2.308072 -0.129 -0.025 0.904
C 0.317290 -3.833144 -1.084451 0.398 -1.867 -1.292
O 0.632821 -3.200007 -0.080310 0.925 1.383 1.117
O 0.246778 -5.147214 -1.094769 -0.523 0.294 -0.046
C 0.455149 -5.877713 0.124313 1.078 0.336 -0.043
H 0.851278 -1.501884 -2.582586 -0.097 -0.111 0.120
H -0.847425 -1.582011 -1.971529 0.190 -0.230 0.206
H -0.490170 -2.029211 -3.617717 0.215 -0.089 0.049
H -0.220551 -5.523818 0.897502 -0.031 -0.223 0.023
H 1.506309 -5.731191 0.396492 -0.225 0.060 0.341
H 0.366093 -6.929331 -0.121615 -0.478 0.065 -0.034
C 1.128365 1.786681 -6.933273 0.456 0.076 -0.412
O 1.508276 2.113136 -5.594353 0.386 0.054 0.188
C 0.567392 1.937675 -4.685926 -0.420 -0.071 -0.329
O -0.536989 1.524380 -4.908180 -0.314 -0.349 0.125
O 1.034271 2.309125 -3.495269 0.615 -0.145 -0.044
C 0.298938 1.934237 -2.361900 -1.060 -0.760 0.957
H 0.965336 0.718893 -7.067819 -0.290 0.009 0.268
H 1.997938 2.043138 -7.533607 -0.092 0.192 -0.007
H 0.263750 2.371180 -7.232048 -0.076 -0.111 -0.052
H 0.332931 2.761056 -1.659964 -0.087 -0.019 0.051
H 0.641364 1.012755 -1.880090 0.996 0.273 -0.149
H -0.730761 1.606353 -2.534525 -0.107 0.890 -0.605
C -4.396090 0.456814 0.430147 -0.288 1.077 0.062
C -4.766895 1.217157 1.631104 -0.237 -0.564 -0.317
N -5.077647 1.800781 2.566556 0.085 0.129 0.274
H -4.987636 0.836787 -0.404122 -0.022 -0.037 0.015
H -4.591686 -0.604537 0.530103 0.259 -0.057 0.166
H -3.359718 0.715506 0.239354 0.093 -0.452 -0.173
C -1.465462 1.634136 3.894625 -0.428 0.419 0.259
C -1.717328 3.025479 3.497082 0.044 -0.412 -0.287
N -1.907708 4.114067 3.190410 0.096 0.011 0.005
H -1.595437 1.607284 4.976724 0.241 -0.259 0.017
H -0.477261 1.313138 3.581536 0.133 0.073 0.134
H -2.183902 0.949991 3.450115 -0.144 0.184 -0.083
```
Positions in Å, forces in eV/Å.

Results of the natural (NBO) charge analysis, in e, for atoms 1 through 6:
1. Cr 1.663
2. B 1.328
3. F -0.525
4. F -0.541
5. F -0.555
6. F -0.567

Record 2
DFT (wB97M-V/def2-TZVPD) results for 3 unconnected molecules or ions with the total composition C13H24BF5O6S2.

SMILES string: C[C@H](COC(=O)CSBC(F)(F)C(F)(F)F)OC(=O)CS.CCO.CCO
Energy in a.u.: -2281.72414
Frontier orbital gap in eV: 8.74

Geometry as XYZ:
```
51
Properties=species:S:1:pos:R:3:forces:R:3
C 2.051092 -0.915766 1.577306 0.058 0.075 0.172
C 1.058949 -1.995223 1.146757 0.152 0.087 -0.138
C 0.074568 -1.524945 0.073162 -0.126 0.088 0.363
O 0.052729 -2.412576 -1.048967 -0.164 0.259 0.143
C 1.049793 -2.273017 -1.954541 0.428 -0.491 -0.181
O 1.868455 -3.137064 -2.090121 -0.206 -0.015 -0.018
C 1.000936 -1.100118 -2.910910 -0.018 -0.095 0.150
S 1.590894 0.543588 -2.360189 0.241 0.174 -0.398
B 3.353611 0.628355 -2.558604 -0.359 -0.191 0.172
C 4.414637 -0.564284 -2.362701 0.364 0.322 -0.022
F 3.966311 -1.591803 -1.597223 0.018 0.177 -0.142
F 5.506690 -0.033963 -1.700327 -0.315 -0.271 -0.177
C 4.932409 -1.137878 -3.701670 0.066 -0.111 -0.053
F 5.484591 -2.334496 -3.561224 0.011 -0.040 0.026
F 3.902107 -1.244523 -4.567933 -0.024 -0.050 0.111
F 5.828510 -0.317613 -4.250784 -0.047 0.074 0.040
O 0.249486 -2.434118 2.258769 0.131 0.164 -0.076
C 0.867612 -2.998905 3.323168 -0.207 -0.165 0.101
O 0.522588 -2.722641 4.434639 -0.076 0.030 -0.029
C 1.890901 -4.080281 3.055345 0.339 0.186 0.285
S 3.208912 -3.877462 4.298624 -0.015 0.052 0.112
H 2.275642 -0.977648 2.643284 0.002 -0.113 -0.004
H 1.674564 0.090619 1.393651 -0.054 -0.006 -0.012
H 2.996877 -1.041060 1.049210 -0.050 0.081 -0.117
H 1.613260 -2.833074 0.724908 -0.114 -0.137 0.016
H -0.926008 -1.546829 0.500928 -0.007 -0.110 -0.058
H 0.282225 -0.494633 -0.207798 0.033 -0.031 -0.251
H 1.561537 -1.412501 -3.785243 0.088 0.147 -0.014
H -0.027716 -0.910558 -3.213781 -0.044 0.023 0.116
H 3.799988 1.703913 -2.768063 0.004 0.078 0.251
H 2.321382 -4.029723 2.064632 -0.069 -0.121 -0.098
H 1.390760 -5.033129 3.216274 -0.071 -0.042 -0.161
H 4.076234 -4.711821 3.718270 0.038 -0.057 -0.098
C -2.142627 2.453843 1.919782 0.059 -0.035 -0.010
C -2.188421 2.363727 0.407226 -0.091 -0.092 0.114
O -1.530486 1.188242 -0.076025 0.023 0.082 -0.020
H -1.109959 2.454022 2.270252 0.005 0.029 0.000
H -2.633209 3.363834 2.266693 -0.021 0.000 -0.020
H -2.646077 1.596864 2.374555 -0.039 0.021 0.004
H -1.673449 3.210212 -0.042245 0.021 -0.023 -0.066
H -3.224877 2.376712 0.057231 0.010 0.088 -0.030
H -1.991486 0.431682 0.298930 -0.018 -0.008 0.006
C -6.514501 3.721968 -0.729950 0.092 0.013 -0.013
C -6.008063 4.138679 0.638349 -0.013 0.105 -0.087
O -4.804613 4.897962 0.560373 0.009 -0.106 0.022
H -5.755599 3.141210 -1.255258 -0.006 -0.024 0.009
H -7.420025 3.119837 -0.646010 -0.010 0.009 0.009
H -6.743825 4.598415 -1.340294 -0.046 0.000 0.011
H -5.767307 3.262692 1.239547 0.018 0.002 0.036
H -6.774869 4.710508 1.171248 -0.021 -0.056 0.032
H -4.985131 5.690767 0.046747 0.022 0.025 -0.006
```
Positions in Å, forces in eV/Å.

Results of the natural (NBO) charge analysis, in e, for atoms 1 through 6:
1. C -0.652
2. C 0.055
3. C -0.092
4. O -0.527
5. C 0.788
6. O -0.520

Record 3
DFT (wB97M-V/def2-TZVPD) results for a molecular structure, C13H24BaCl2NO4P2.

Energy in a.u.: -2493.86534
Total charge: +1
Frontier orbital gap in eV: 4.56
Energy relative to the best compared isomer or geometry (same formula, charge and spin) in kcal per mole: 72.6

Geometry as XYZ:
```
47
Properties=species:S:1:pos:R:3:forces:R:3
Ba -0.267780 -1.231421 -0.380809 0.621 2.614 -2.112
P -2.130291 1.052465 -1.869194 0.875 1.392 -0.797
C -0.540360 1.861138 -2.088411 1.265 -1.823 0.142
C 0.216744 2.309285 -0.949912 0.405 0.133 -0.684
N 0.491587 1.469305 0.118169 -0.529 -0.053 -0.207
C 1.116214 1.970508 1.200390 -0.044 1.800 -0.342
C 1.468427 3.322682 1.253132 0.101 -0.653 0.378
C 1.268966 4.176087 0.163373 0.090 -0.185 -0.797
C 0.711921 3.659784 -0.978055 -0.308 -0.802 0.447
C 1.392384 1.117596 2.415020 -0.286 -0.563 -0.461
P 1.473002 -0.715332 2.083818 0.643 1.080 0.789
H 0.512916 4.237866 -1.878984 0.081 -0.017 0.340
H 1.913620 3.701411 2.152348 0.190 0.124 0.294
H 1.566366 5.223676 0.165138 0.002 -0.236 0.304
H 2.345681 1.403213 2.864068 -0.116 0.092 0.094
H 0.605568 1.247130 3.165735 0.037 0.132 -0.112
H 0.586464 0.307022 -2.697212 -0.516 0.627 0.139
H -0.242191 2.230569 -3.074823 -0.548 0.499 0.357
H 2.115669 -2.668477 -1.815401 -0.109 0.635 -1.438
O 1.087942 -0.526869 -2.870635 0.866 -0.300 -0.055
H 1.947763 -0.188939 -3.186352 -0.470 -0.361 0.153
H -0.247652 -3.975335 -0.359359 -2.301 -0.433 -0.189
O 2.014814 -2.625454 -0.875232 1.217 -2.717 1.166
H 2.555545 -3.455173 -0.650989 -1.035 1.784 0.158
C 3.272601 -0.869743 1.832552 0.458 -0.224 -0.376
H 3.820319 -0.482149 2.707040 -0.206 -0.148 -0.313
H 3.533042 -1.930594 1.681796 0.054 0.413 0.041
H 3.578041 -0.296840 0.940407 -0.096 -0.280 0.292
C 1.334565 -1.290025 3.798696 -0.255 -0.633 0.573
H 0.998146 -2.339298 3.792319 0.190 0.311 0.222
H 2.292440 -1.223703 4.340612 -0.401 0.033 -0.183
H 0.574274 -0.697447 4.329264 0.231 -0.257 -0.136
C -3.015445 2.616650 -1.445863 -0.704 -0.439 0.370
H -3.183331 3.244578 -2.333395 0.101 -0.267 0.266
H -3.960726 2.316110 -0.993968 -0.311 0.524 0.069
H -2.407960 3.175700 -0.718290 -0.294 -0.286 -0.176
C -2.641105 0.846490 -3.649802 -0.318 -0.351 0.417
H -3.481392 0.139907 -3.627791 0.142 0.161 -0.356
H -2.998288 1.798440 -4.074007 0.317 -0.349 0.141
H -1.826891 0.423049 -4.258736 -0.293 0.163 0.258
Cl -4.216635 -4.380804 -0.106122 -0.076 -0.250 0.423
C -2.986619 -4.547075 1.180658 0.329 0.300 -0.382
Cl -2.235783 -6.117351 1.270102 -0.286 -0.575 0.319
C -1.932595 -3.604899 0.678863 0.134 3.739 -0.453
O -1.834121 -2.405031 1.062149 -0.798 -4.771 0.139
O -1.266778 -4.050464 -0.463505 1.937 0.524 1.655
H -3.379080 -4.228237 2.151199 0.011 -0.110 -0.376
```
Positions in Å, forces in eV/Å.

Results of the natural (NBO) charge analysis, in e, for atoms 1 through 6:
1. Ba 1.757
2. P 0.687
3. C -0.975
4. C 0.230
5. N -0.665
6. C 0.214

Record 4
DFT (wB97M-V/def2-TZVPD) results for a gas-phase ion, C13H24BrINO3 (charge +1).

SMILES string: COCCC[N@H+]1[C@@H](CC(=O)Br)COC[C@@H]1CCCI
Energy in a.u.: -3661.53462
Total charge: +1
Frontier orbital gap in eV: 9.04

Geometry as XYZ:
```
43
Properties=species:S:1:pos:R:3:forces:R:3
C -3.331259 -2.726829 -0.369276 -1.280 0.668 -0.514
O -2.238472 -3.566413 -0.810790 0.612 1.165 1.862
C -1.014518 -3.255870 -0.081549 0.900 -0.674 -0.882
C -0.290634 -1.923479 -0.641387 -0.039 -0.053 0.135
C 0.675457 -1.219707 0.470829 -0.012 -2.617 -0.961
N 0.564076 0.281348 0.382897 0.252 -0.586 0.254
C 0.618161 1.001544 1.697821 0.540 1.474 2.277
C -0.559248 0.635209 2.719251 0.182 0.028 -0.193
C -1.902459 1.481471 2.539274 -4.241 -3.194 2.025
O -2.973064 0.941442 2.930880 4.832 2.532 -1.855
Br -2.047070 3.308201 1.805105 0.682 -1.127 0.290
C 2.092156 0.863108 2.385009 -1.257 0.957 -0.822
O 2.992265 1.613234 1.515427 -0.811 -1.484 -0.235
C 3.071599 1.029040 0.193864 0.584 -0.071 -0.490
C 1.659465 0.772594 -0.529599 0.987 1.645 -2.269
C 1.109618 2.089744 -1.326091 0.519 -0.386 -0.489
C 0.593140 1.727866 -2.823509 -0.766 0.650 0.112
C -0.768835 0.872230 -2.837932 0.820 -0.798 0.193
I -2.026358 1.331039 -4.599636 0.680 -0.214 1.035
H -3.371149 -2.544367 0.758489 0.357 -0.346 -1.401
H -3.296783 -1.715308 -0.922426 -0.036 -1.318 0.921
H -4.346562 -3.198448 -0.657721 1.896 0.495 0.340
H -0.305018 -4.132952 -0.303600 -1.161 1.219 0.449
H -1.162472 -3.213544 1.050983 -0.098 0.111 -1.435
H 0.357232 -2.180777 -1.562706 -1.196 0.363 1.446
H -1.127678 -1.227041 -0.999995 1.255 -0.770 0.666
H 1.749924 -1.542684 0.192392 -1.680 0.868 0.710
H 0.475851 -1.658575 1.503687 0.030 1.057 -1.288
H -0.337815 0.543212 -0.067118 0.590 -0.434 0.232
H 0.528835 2.129176 1.450420 0.133 -1.827 0.342
H -0.204368 0.808228 3.807474 -0.510 -0.041 -1.821
H -0.875812 -0.477360 2.693944 0.371 1.915 -0.102
H 2.009292 1.451801 3.373534 0.415 -1.155 -1.577
H 2.395987 -0.227824 2.529049 -0.235 1.427 -0.099
H 3.639065 1.792088 -0.463091 -0.994 -1.249 1.119
H 3.730393 0.076436 0.188903 -1.216 1.268 0.246
H 1.851917 -0.010809 -1.359507 -0.490 1.046 1.560
H 0.261712 2.585132 -0.740890 1.102 -0.531 -0.771
H 1.981089 2.839800 -1.417882 -1.500 -1.138 0.212
H 1.372550 1.164955 -3.442526 -0.925 0.833 1.003
H 0.378558 2.720735 -3.368789 0.477 -1.500 0.939
H -1.417973 1.005122 -1.902429 0.818 0.036 -1.417
H -0.510798 -0.242769 -2.960781 -0.583 1.759 0.254
```
Positions in Å, forces in eV/Å.

Results of the natural (NBO) charge analysis, in e, for atoms 1 through 6:
1. C -0.282
2. O -0.524
3. C -0.068
4. C -0.464
5. C -0.251
6. N -0.414

Record 5
DFT (wB97M-V/def2-TZVPD) results for a molecular structure, C13H24Cl2EuN2O.

Energy in a.u.: -2325.20007
Total charge: -1
2S+1: 7
Frontier orbital gap (alpha / beta) in eV: 4.77 / 3.43
Energy relative to the best compared isomer or geometry (same formula, charge and spin) in kcal per mole: 0.0

Geometry as XYZ:
```
43
Properties=species:S:1:pos:R:3:forces:R:3
Eu -1.512012 -0.230483 -0.430736 0.312 -0.380 0.973
Cl -3.466741 -1.937786 -0.680197 -0.916 -0.748 -0.036
Cl -2.588030 1.713318 1.012438 -0.141 0.688 0.693
C -1.035840 0.989620 -2.327213 0.015 0.906 -1.242
H -0.341332 1.008807 -3.177923 -0.103 0.637 -0.047
H -1.459427 1.996495 -2.087411 0.377 -0.171 -0.482
C 0.243889 -2.626418 -1.021178 0.622 0.690 -1.079
C 0.595475 -1.741286 -1.991542 0.037 -0.671 1.168
H 0.628771 -2.507482 -0.000272 -0.078 0.077 -0.336
C 0.106641 -1.800748 -3.401113 -0.297 -0.655 -0.514
H 1.226220 -0.887908 -1.747873 0.000 -0.153 0.145
C -1.157658 -2.667126 -3.522252 -0.044 0.229 0.270
H -0.074129 -0.777905 -3.743527 0.025 -0.371 -0.076
H 0.860379 -2.271977 -4.055476 0.149 0.304 0.188
C -0.961383 -3.993071 -2.784664 0.075 0.084 0.142
H -1.996316 -2.119390 -3.065466 0.095 -0.199 -0.234
H -1.384229 -2.867485 -4.578393 -0.043 0.165 0.187
C -0.667839 -3.785318 -1.283452 -0.524 -0.342 -0.157
H -1.849099 -4.626281 -2.889745 0.071 0.085 0.014
H -0.127549 -4.533159 -3.258211 -0.038 0.041 0.113
H -1.623046 -3.600436 -0.754224 0.390 -0.143 -0.217
H -0.259604 -4.723131 -0.880927 0.084 0.210 0.087
C -0.079462 -0.476949 2.456839 -0.388 -0.485 0.062
N 0.379966 0.887384 2.466169 0.659 -0.304 -0.298
C 0.124086 1.641020 3.666606 -0.311 -0.188 0.115
C 1.147166 2.729679 3.768473 0.173 0.680 0.124
C 1.040118 3.589852 2.530072 -0.239 0.020 -0.463
N 1.260449 2.744584 1.362026 0.280 -0.303 -0.303
C 1.779954 3.388491 0.171216 0.098 0.322 -0.117
C 0.873786 1.435273 1.312395 -0.809 -0.772 -1.125
O 0.910578 0.746893 0.248762 0.310 0.937 1.805
H -1.099183 -0.554586 2.027930 0.364 -0.068 0.353
H -0.154175 -0.801234 3.509304 0.046 -0.026 -0.507
H 0.613435 -1.143625 1.919948 -0.237 0.326 0.156
H -0.911977 2.039889 3.631846 0.432 -0.122 0.193
H 0.236338 0.953273 4.517415 -0.223 0.195 -0.158
H 2.164507 2.315929 3.826989 -0.261 0.004 0.064
H 0.961131 3.333185 4.652806 0.030 0.094 0.163
H 1.801330 4.385080 2.519806 -0.223 -0.200 0.002
H 0.029859 4.053400 2.455414 0.543 -0.120 0.118
H 1.151873 4.261152 -0.080668 0.122 -0.377 -0.083
H 2.795411 3.773232 0.381903 -0.257 -0.170 -0.130
H 1.817670 2.687230 -0.675897 -0.178 0.273 0.470
```
Positions in Å, forces in eV/Å.

Results of the Löwdin charge analysis, in e, for atoms 1 through 6:
1. Eu 0.870
2. Cl -0.335
3. Cl -0.363
4. C -0.290
5. H -0.115
6. H -0.110